Density functional theory data (wB97M-V/def2-TZVPD) for an isolated ion of composition C9H13N2 and charge +1 at a distorted geometry.

For the calculated total energy, the calculation gives -459.67626 hartree. As for the total charge: +1. The energy above the lowest of the compared OMol25 structures with the same formula, charge and spin is 886.9 kJ/mol. As for the frontier orbital gap (spin up / spin down): 6.08 / 6.68 eV. Its HOMO energy (spin up / spin down) is -10.79 / -11.20 eV. As for the spin multiplicity: 1.

Geometry as XYZ:
```
24
Properties=species:S:1:pos:R:3:forces:R:3:nbo_charge:R:1
C 0.1698 -3.5944 1.6114 -0.42 5.00 0.43 0.323
C -0.1039 0.1055 -0.2635 0.33 -2.05 0.33 0.240
C -0.3639 -1.2277 1.9507 -1.08 1.40 -1.73 0.268
C -0.2834 -0.4094 -1.5464 -0.03 2.70 1.99 -0.413
C -0.9397 0.2395 -2.4904 -1.07 0.89 -3.43 0.061
C 0.2717 1.2505 0.4736 1.60 -1.12 0.46 -0.597
C -0.1147 1.0718 1.9830 1.01 0.15 0.26 -0.189
C -1.2357 -0.4297 -3.8117 0.83 1.81 -0.01 -0.672
C 1.6980 -0.3250 2.7889 2.19 -1.96 -1.80 -0.437
N 0.1625 -2.4344 1.6674 0.09 -1.06 1.27 -0.274
N 0.3410 -0.2269 2.4194 -1.52 -0.76 0.00 -0.367
H 0.3293 -4.5121 1.3197 0.77 -4.63 -1.04 0.239
H -0.1922 -1.4081 -1.7355 0.69 -2.77 -0.11 0.220
H -1.3063 1.2539 -2.5044 0.33 0.37 0.85 0.213
H 1.3955 1.3117 0.3286 -0.90 -0.19 0.09 0.288
H -0.0797 2.2037 0.2554 -0.78 1.91 -1.01 0.251
H 0.4545 1.7579 2.6132 -0.70 0.54 -0.19 0.219
H -1.1906 1.2405 1.9150 0.10 -0.45 1.05 0.244
H -2.0000 0.0308 -4.4248 -0.10 0.27 0.14 0.240
H -1.4748 -1.4153 -3.6687 -0.74 -2.59 0.34 0.228
H -0.3074 -0.4559 -4.3995 -0.05 0.25 0.07 0.254
H 2.3995 -0.1487 1.8836 -0.90 -1.02 1.20 0.204
H 1.9190 0.4651 3.3738 0.66 2.81 2.16 0.220
H 1.9396 -1.2000 3.4546 -0.31 0.49 -1.31 0.238
```
Forces are in eV/Å.

Density functional theory data (wB97M-V/def2-TZVPD) for an isolated ion of composition C9H13N2 and charge +1 at a distorted geometry.

For the calculated total energy, the calculation gives -459.74366 hartree. As for the total charge: +1. The energy above the lowest of the compared OMol25 structures with the same formula, charge and spin is 282.6 kJ/mol. As for the frontier orbital gap (spin up / spin down): 5.35 / 4.34 eV. Its HOMO energy (spin up / spin down) is -9.08 / -12.49 eV. As for the spin multiplicity: 3.

Geometry as XYZ:
```
24
Properties=species:S:1:pos:R:3:forces:R:3:lowdin_spin:R:1
C -0.4686 -1.7150 -0.0714 1.10 -0.24 -1.43 0.121
C -2.9348 0.7274 -1.2934 0.56 -0.87 1.33 0.090
C -0.6072 1.8378 -0.8591 2.08 2.63 0.89 0.030
C 0.9718 0.5692 0.6878 -1.28 -1.15 -1.44 0.081
C 1.0179 -1.8978 0.4602 -2.63 -1.53 -0.12 0.336
C -1.6867 1.3966 -1.7217 -0.35 -1.07 -2.74 0.015
C 1.4987 -0.8051 1.0956 0.99 3.37 -0.34 0.251
C -0.7913 -0.4095 -0.7515 0.53 -4.21 1.21 0.441
C 2.7012 -0.8168 1.9629 -0.16 1.63 -0.01 0.036
N -1.7336 -0.0900 -1.6458 -0.34 0.14 -1.87 0.127
N -0.0538 0.6134 -0.3653 2.90 3.09 2.94 0.285
H -0.7763 -2.5167 -0.7504 -0.07 -0.19 0.58 0.009
H -1.1091 -1.6456 0.8132 0.10 -0.91 0.59 0.048
H -3.1741 0.6431 -0.2147 -0.19 0.48 -0.81 0.005
H -3.6282 0.3785 -2.0339 -0.88 0.93 0.07 0.001
H 0.2629 2.3836 -1.3320 -1.17 -0.43 -0.40 0.009
H -1.0112 2.6485 -0.2279 0.28 -0.71 1.14 0.015
H 0.4683 0.9738 1.5536 0.00 0.37 1.03 0.042
H 1.7364 1.2921 0.3821 0.28 -0.26 0.39 0.019
H 1.5831 -2.8637 0.6505 -1.23 0.97 -0.66 0.012
H -1.5084 1.8178 -2.7062 -0.97 -0.24 -0.30 0.006
H 3.2367 -1.6616 1.7466 1.05 -2.77 -0.20 0.002
H 2.5902 -0.7726 3.0584 -0.23 0.35 -0.49 0.010
H 3.4163 -0.0874 1.5624 -0.36 0.62 0.66 0.007
```
Forces are in eV/Å.

Density functional theory data (wB97M-V/def2-TZVPD) for one molecule with the formula C9H13N3 at a distorted geometry.

For the calculated total energy, the calculation gives -514.83866 hartree. The energy above the lowest of the compared OMol25 structures with the same formula, charge and spin is 360.6 kJ/mol. As for the frontier orbital gap: 8.32 eV. Its HOMO energy is -7.87 eV. As for the spin multiplicity: 1.

Geometry as XYZ:
```
25
Properties=species:S:1:pos:R:3:forces:R:3:nbo_charge:R:1
C 4.0377 -1.1726 0.2209 -0.48 -2.28 -0.73 -0.645
C 2.7824 -0.4129 -0.0532 0.47 2.86 0.96 -0.013
C 3.0046 0.9699 -0.0026 2.68 -0.23 -1.51 -0.221
C 2.0247 1.9068 -0.1148 -1.55 -2.75 -0.43 -0.211
C 0.7477 1.4096 -0.1731 -2.79 1.82 1.29 -0.215
C 0.4544 0.0046 -0.0475 2.47 3.61 -1.06 0.070
N -0.7864 -0.4483 -0.0391 -4.13 -1.31 -0.40 -0.279
N -1.6395 0.4607 -0.1233 -1.41 -0.88 0.37 0.027
N -2.9115 0.0243 -0.2391 -0.85 -0.15 1.92 -0.245
C -3.9223 0.9646 0.3500 -0.08 1.20 -2.15 -0.439
C -3.2763 -1.4397 -0.1448 1.02 0.12 -0.87 -0.474
C 1.4707 -0.8771 -0.1352 3.51 -1.84 0.27 -0.207
H 4.7833 -0.3995 0.7019 -1.08 -2.42 -1.10 0.244
H 3.6670 -2.0601 0.8577 1.33 1.42 -0.22 0.222
H 4.3060 -1.7516 -0.7652 0.45 1.40 1.74 0.223
H 4.0651 1.3142 -0.2255 -1.20 -0.43 0.92 0.194
H 2.2292 2.8638 -0.3992 0.50 2.66 -0.11 0.209
H -0.1417 2.2224 -0.1491 2.14 -2.37 -0.33 0.232
H -4.8672 0.4727 -0.1697 1.33 1.92 1.74 0.212
H -3.9731 1.2132 1.4990 0.15 -1.35 -2.02 0.208
H -3.6280 2.0124 -0.1310 -1.06 -2.14 0.86 0.221
H -4.4423 -1.4974 -0.0077 2.56 -0.14 -0.48 0.217
H -2.6841 -1.9408 0.6987 -1.08 0.65 -1.03 0.224
H -2.8374 -1.8731 -1.1543 -1.35 0.40 2.09 0.229
H 1.5371 -1.9662 -0.2536 -1.54 0.24 0.28 0.218
```
Forces are in eV/Å.

Density functional theory data (wB97M-V/def2-TZVPD) for C9H13N3NaO5 as an isolated structure at a distorted geometry.

For the calculated total energy, the calculation gives -1053.65090 hartree. As for the total charge: -1. The energy above the lowest of the compared OMol25 structures with the same formula, charge and spin is 31.0 kJ/mol. As for the frontier orbital gap: 7.81 eV. Its HOMO energy is -5.40 eV. As for the spin multiplicity: 1.

Geometry as XYZ:
```
31
Properties=species:S:1:pos:R:3:forces:R:3:nbo_charge:R:1
Na 0.0600 -1.2176 -0.8334 0.19 0.01 -0.03 0.923
O -2.1842 -1.4602 -1.6253 -0.99 -2.65 0.69 -0.763
C -3.1370 -1.2309 -0.6518 -0.05 -0.98 3.23 -0.045
C -2.8951 0.1350 0.0925 -0.31 -1.60 -0.85 -0.261
N -1.5239 0.3189 0.3833 2.11 -0.04 1.95 -0.472
C -0.8842 1.5237 -0.1403 -0.91 -0.49 0.07 -0.338
C -1.0857 1.4699 -1.6744 2.54 -1.62 1.94 0.754
O -1.4890 2.4683 -2.1460 -2.10 4.09 -2.45 -0.686
O -0.7175 0.4186 -2.2803 0.25 -0.46 -0.07 -0.855
C -1.1204 0.1358 1.8105 -0.30 0.28 -1.43 -0.318
C 0.2922 -0.3867 1.9778 0.69 -1.70 -0.69 0.751
O 1.1895 0.2406 2.5526 -0.69 0.07 0.05 -0.709
O 0.4438 -1.5632 1.4329 0.27 0.96 0.32 -0.867
H -1.9131 -0.6140 -1.9213 1.27 1.95 -1.41 0.495
H -3.0798 -2.0830 0.1477 -0.17 1.21 -1.44 0.145
H -4.1309 -1.2050 -1.0725 -0.62 -0.15 -0.10 0.146
H -3.5692 0.3294 0.9048 -0.38 -0.48 0.99 0.179
H -3.2621 0.8221 -0.6057 0.00 1.64 -1.36 0.201
H 0.1855 1.4753 0.1377 -0.41 0.24 -0.18 0.213
H -1.3789 2.4491 0.2719 0.64 -0.58 -0.36 0.173
H -1.7899 -0.5572 2.2450 -0.66 -0.97 0.54 0.201
H -1.2201 1.0518 2.3314 -0.13 1.28 0.68 0.174
N 2.8972 -0.8628 0.5183 -0.46 -1.42 -0.97 -0.334
C 3.9871 -0.1720 0.7824 0.51 1.23 1.73 -0.036
C 4.5017 0.2995 -0.4137 0.46 -0.37 -0.16 -0.370
C 3.7401 -0.3207 -1.4075 -2.05 -0.19 3.45 -0.074
N 2.7111 -0.9794 -0.8071 0.28 -0.20 -0.67 -0.338
H 2.1887 -1.3533 1.1380 0.43 0.75 -0.43 0.474
H 4.2465 0.0084 1.8441 -0.10 0.04 -1.04 0.221
H 5.2502 1.0484 -0.5670 0.47 -0.07 0.12 0.214
H 3.6876 -0.1887 -2.4242 0.20 0.21 -2.14 0.200
```
Forces are in eV/Å.